# 1
184
Properties=species:S:1:pos:R:3:lowdin_charge:R:1 method="wB97M-V/def2-TZVPD" largest_force_ev_per_a=3.22 relative_energy_kj_mol=75.9 smiles=COC[C@H](C)N.COC[C@H](C)N.COC[C@H](C)N.COC[C@H](C)N.COC[C@H](C)N.COC[C@H](C)N.COC[C@H](C)N.COC[C@H](C)N.COCCNCCOC.COCCNCCOC homo_ev=-8.3887 total_charge=0 total_energy_ev=-87004.445
C -8.97085 2.25795 10.30477 -0.058
O -8.49888 1.91197 11.63140 -0.210
C -9.61584 1.80328 12.46366 -0.219
C -9.41038 1.86872 14.02618 -0.110
N -8.10044 2.51930 14.38495 -0.042
C -8.10614 3.99295 14.33339 -0.173
C -6.79271 4.59352 14.93430 -0.179
O -5.75742 4.71432 13.95714 -0.226
C -4.76836 5.58307 14.49732 -0.091
H -9.87047 1.65150 10.15221 0.074
H -8.25715 1.91611 9.56073 0.091
H -9.24747 3.30964 10.24563 0.091
H -10.22163 0.95035 12.13826 0.105
H -10.25224 2.68425 12.28069 0.100
H -9.29576 0.83090 14.31739 0.059
H -10.22728 2.41745 14.48104 0.086
H -7.45666 2.37047 13.60773 0.094
H -8.91711 4.41637 14.93690 0.087
H -8.31152 4.41407 13.34051 0.114
H -6.45082 4.10001 15.84820 0.103
H -7.10316 5.59819 15.25113 0.102
H -4.03657 4.92567 14.97410 0.069
H -5.13105 6.34492 15.18758 0.094
H -4.22941 6.09079 13.69263 0.071
C -13.52007 1.39685 18.69791 -0.110
O -12.99230 0.26299 18.04298 -0.188
C -11.86798 0.47083 17.20878 -0.217
C -11.33686 -0.93222 16.90842 -0.198
N -10.64166 -0.97280 15.61651 -0.062
C -10.28353 -2.33593 15.24486 -0.177
C -9.44770 -2.31548 13.95208 -0.179
O -8.32506 -1.43144 14.04931 -0.237
C -7.69884 -1.26721 12.80421 -0.106
H -13.86172 1.00832 19.65824 0.085
H -14.38159 1.83437 18.18248 0.081
H -12.80594 2.21113 18.84534 0.081
H -11.10742 1.16636 17.57862 0.120
H -12.15421 0.88502 16.23435 0.103
H -12.22144 -1.57205 16.89624 0.121
H -10.68157 -1.34494 17.68705 0.109
H -9.80906 -0.41930 15.80733 0.050
H -11.16570 -2.91534 14.97690 0.125
H -9.69488 -2.73690 16.07589 0.106
H -10.03596 -2.06111 13.06870 0.081
H -9.00013 -3.28919 13.71483 0.127
H -6.93596 -0.49512 12.92177 0.084
H -8.38836 -0.88557 12.04249 0.079
H -7.19496 -2.15781 12.41237 0.094
C -9.17120 8.61864 14.59561 -0.054
C -10.00593 8.47742 15.88759 -0.430
C -9.31103 7.73296 17.01545 -0.176
O -9.43172 6.35017 16.71634 -0.217
C -8.86887 5.46763 17.62981 -0.132
N -10.38500 9.83873 16.29091 0.022
H -8.71209 7.67162 14.31063 0.064
H -8.31313 9.27999 14.74240 0.080
H -9.80614 9.10138 13.85464 0.077
H -10.93022 7.95502 15.63664 0.100
H -9.66084 7.92446 18.03494 0.128
H -8.23788 7.96680 16.96116 0.130
H -9.20430 4.48271 17.29970 0.086
H -9.29088 5.54144 18.64792 0.090
H -7.79104 5.58852 17.79614 0.069
H -11.12580 10.10407 15.63730 0.075
H -10.99624 9.83425 17.11036 0.071
C -10.13412 -2.25371 8.69316 -0.071
C -10.26796 -3.25271 9.85227 -0.423
C -11.74521 -3.48234 10.29453 -0.165
O -11.91764 -2.91424 11.58738 -0.189
C -12.03361 -1.51002 11.55384 -0.127
N -9.61688 -4.50180 9.42502 0.024
H -10.53919 -1.26694 8.92682 0.061
H -10.54758 -2.60707 7.75038 0.082
H -9.06902 -2.02832 8.57295 0.074
H -9.67884 -2.85545 10.68538 0.115
H -11.99100 -4.54188 10.29336 0.121
H -12.36992 -3.01505 9.52723 0.119
H -11.96534 -1.10338 12.56280 0.082
H -12.97054 -1.18100 11.09261 0.096
H -11.24030 -1.00453 10.99221 0.061
H -9.48729 -5.05401 10.26619 0.071
H -8.71118 -4.32261 9.01180 0.064
C -0.37295 5.37433 14.71159 -0.063
C -0.90133 6.52735 13.89229 -0.443
C -1.45189 7.67860 14.77340 -0.180
O -1.83071 8.76461 13.93733 -0.231
C -2.51110 9.77041 14.63669 -0.118
N 0.03034 7.01901 12.86980 0.055
H -1.19326 4.83846 15.19800 0.057
H 0.38909 5.63184 15.45100 0.079
H 0.02115 4.57084 14.08373 0.084
H -1.75984 6.08953 13.36656 0.105
H -0.61850 8.07825 15.36618 0.132
H -2.31916 7.31914 15.33565 0.120
H -3.47476 9.40660 15.01483 0.086
H -2.75497 10.60772 13.98399 0.088
H -1.90579 10.13386 15.47439 0.089
H 0.87841 7.32118 13.34882 0.074
H -0.42778 7.88871 12.59390 0.059
C -12.33652 3.77775 15.05161 -0.063
C -11.89978 4.77680 13.97247 -0.427
C -12.58097 4.42420 12.66138 -0.223
O -11.90946 4.97826 11.55500 -0.192
C -12.38238 4.56180 10.31061 -0.125
N -12.21341 6.14741 14.36174 0.064
H -12.36084 2.71401 14.82182 0.058
H -13.28899 4.00795 15.53154 0.085
H -11.56780 3.89411 15.82542 0.069
H -10.82073 4.66279 13.82602 0.110
H -13.62081 4.78746 12.65330 0.133
H -12.71184 3.34046 12.52559 0.120
H -13.46583 4.65909 10.19977 0.091
H -12.04822 3.53926 10.08373 0.079
H -11.89131 5.13929 9.52501 0.089
H -11.71580 6.35857 15.22008 0.039
H -11.82881 6.78241 13.66900 0.076
C -5.72553 2.89910 18.78187 -0.051
C -4.59038 3.86703 18.47202 -0.425
C -3.73208 3.43934 17.29613 -0.202
O -2.60275 4.27846 17.18065 -0.217
C -1.56375 4.12209 18.14219 -0.083
N -5.16074 5.21792 18.24323 0.052
H -5.30802 2.01562 19.27460 0.082
H -6.25163 2.58141 17.88037 0.062
H -6.44360 3.28486 19.50644 0.080
H -3.90501 3.92553 19.32595 0.121
H -4.20664 3.42006 16.31524 0.108
H -3.49190 2.37963 17.47065 0.130
H -1.86324 4.25731 19.18250 0.079
H -0.77183 4.83401 17.92675 0.083
H -1.17594 3.10872 18.01391 0.094
H -5.50886 5.53817 19.14220 0.073
H -4.34273 5.79571 18.04786 0.071
C -2.92314 4.23552 10.79956 -0.041
C -4.07700 3.28963 11.02350 -0.411
C -3.86152 2.24944 12.14069 -0.184
O -2.83364 1.33063 11.75817 -0.172
C -2.85491 0.17168 12.53239 -0.134
N -5.30893 4.03011 11.27040 0.057
H -2.83776 4.90562 11.65922 0.056
H -2.95116 4.70363 9.81832 0.083
H -1.96184 3.70929 10.82272 0.082
H -4.27885 2.64359 10.16167 0.144
H -4.76005 1.62553 12.20039 0.115
H -3.69242 2.76573 13.09306 0.126
H -3.62686 -0.52234 12.14521 0.086
H -3.25772 0.28106 13.54757 0.059
H -1.93787 -0.41286 12.52411 0.089
H -6.07164 3.38775 11.16970 0.065
H -5.39107 4.34022 12.23908 0.043
C -8.06595 7.11726 11.09746 -0.054
C -6.78016 7.43526 10.37782 -0.441
C -5.59788 7.88718 11.22800 -0.208
O -4.57165 8.30415 10.35683 -0.196
C -3.27461 8.34048 10.88998 -0.094
N -6.35358 6.28197 9.58992 0.038
H -8.04899 6.12420 11.56110 0.062
H -8.90804 6.99853 10.41129 0.077
H -8.36460 7.85446 11.84312 0.058
H -6.98129 8.24585 9.66496 0.137
H -5.32538 7.12264 11.96578 0.108
H -5.82908 8.78370 11.82800 0.127
H -2.56988 8.76059 10.17404 0.092
H -2.96974 7.30940 11.10869 0.075
H -3.25070 8.95371 11.79778 0.073
H -6.14397 5.58012 10.31841 0.021
H -5.44101 6.49904 9.19911 0.061
C -7.27163 -1.65842 17.57103 -0.049
C -6.70884 -0.29536 17.09176 -0.393
C -5.46789 -0.55815 16.24578 -0.213
O -4.38710 -0.89617 17.08983 -0.189
C -3.18448 -1.09637 16.39002 -0.115
N -7.79620 0.32399 16.35077 0.049
H -6.69529 -2.09443 18.38906 0.076
H -7.35536 -2.40493 16.78029 0.070
H -8.28117 -1.45278 17.92814 0.058
H -6.46897 0.30907 17.96656 0.116
H -5.24974 0.30992 15.60529 0.120
H -5.64434 -1.42416 15.59188 0.123
H -3.28994 -1.95922 15.71849 0.091
H -2.44350 -1.36184 17.14390 0.089
H -2.87652 -0.21336 15.82071 0.072
H -7.58754 1.30416 16.13801 0.046
H -7.86894 0.03871 15.37466 0.032

# 2
177
Properties=species:S:1:pos:R:3:lowdin_charge:R:1 method="wB97M-V/def2-TZVPD" largest_force_ev_per_a=2.14 homo_ev=-9.0134 total_charge=0 total_energy_ev=-78252.374
C 10.24736 -7.53056 33.80348 -0.064
C 10.02954 -7.94994 35.23520 -0.283
O 10.81159 -9.12273 35.45789 -0.175
C 10.59888 -9.70143 36.73291 -0.289
C 11.16865 -11.09973 36.76232 -0.077
H 11.31329 -7.51837 33.55496 0.049
H 9.74885 -8.23440 33.13690 0.080
H 9.86266 -6.53032 33.59950 0.066
H 10.32165 -7.18362 35.97177 0.112
H 8.95930 -8.18161 35.38436 0.119
H 11.07265 -9.06225 37.49350 0.125
H 9.51921 -9.74847 36.92721 0.116
H 12.23886 -11.14132 36.58366 0.070
H 10.67462 -11.68504 35.98216 0.077
H 10.95524 -11.59055 37.71898 0.078
C 8.13089 -5.40201 37.20729 -0.062
C 8.88238 -4.29368 36.51790 -0.303
O 10.12547 -4.21590 37.09933 -0.130
C 10.93439 -3.18849 36.67686 -0.316
C 12.00949 -2.91989 37.70185 -0.057
H 8.50175 -6.40048 37.01012 0.047
H 8.04204 -5.28001 38.29218 0.086
H 7.08114 -5.32964 36.88295 0.074
H 8.96694 -4.51825 35.43280 0.118
H 8.30867 -3.35315 36.59952 0.112
H 11.42557 -3.40059 35.70935 0.096
H 10.41793 -2.23161 36.47916 0.099
H 12.64179 -3.79159 37.86755 0.068
H 11.55457 -2.64641 38.65844 0.081
H 12.60205 -2.06907 37.36773 0.077
C 4.59453 -4.74510 33.05429 -0.065
C 5.28778 -5.35041 31.86522 -0.257
O 6.07329 -4.32710 31.26538 -0.240
C 6.63929 -4.69961 30.04100 -0.284
C 7.12389 -3.46131 29.34569 -0.077
H 3.85059 -4.01393 32.73712 0.044
H 4.14630 -5.48323 33.71535 0.085
H 5.32579 -4.18047 33.64991 0.069
H 5.93365 -6.20067 32.12743 0.124
H 4.54579 -5.71364 31.13125 0.126
H 7.45855 -5.42430 30.18362 0.121
H 5.91391 -5.22594 29.39263 0.127
H 7.63970 -3.65995 28.40056 0.076
H 7.73728 -2.84335 29.99280 0.063
H 6.25462 -2.87019 29.02813 0.080
C 13.15709 -5.47814 35.02312 -0.057
C 13.51374 -6.83902 34.49342 -0.293
O 14.76329 -7.24423 35.03768 -0.147
C 15.22884 -8.47968 34.49707 -0.291
C 16.51821 -8.84989 35.16906 -0.083
H 12.21439 -5.16323 34.57525 0.061
H 13.11666 -5.50300 36.10655 0.082
H 13.91355 -4.75897 34.69445 0.068
H 12.71868 -7.55799 34.77702 0.092
H 13.52964 -6.80526 33.38596 0.113
H 14.45891 -9.25876 34.65321 0.121
H 15.37144 -8.39006 33.40259 0.119
H 16.36664 -9.01221 36.23381 0.077
H 17.27178 -8.08216 35.00250 0.076
H 16.92320 -9.77742 34.74768 0.078
C 9.02641 2.49369 36.82021 -0.063
C 8.29531 1.40039 36.19531 -0.537
C 8.99164 0.07101 36.44791 -0.045
O 6.95934 1.39634 36.68277 -0.066
H 8.98936 2.38388 37.91229 0.097
H 8.52604 3.44965 36.62778 0.079
H 10.06011 2.52697 36.48315 0.076
H 8.27378 1.56398 35.10130 0.114
H 8.30162 -0.76163 36.27307 0.059
H 9.33425 0.01751 37.48388 0.090
H 9.83145 -0.06249 35.75410 0.071
H 6.52681 0.67295 36.15749 0.055
C 8.99900 -0.82081 32.50587 -0.019
C 9.72026 -1.83805 33.37465 -0.515
C 9.82949 -3.14621 32.62311 -0.043
O 10.96471 -1.34075 33.71499 -0.063
H 9.46741 -0.65636 31.52557 0.076
H 8.95962 0.16417 32.98620 0.076
H 7.95676 -1.10495 32.30898 0.065
H 9.11458 -2.02284 34.26440 0.117
H 10.44835 -3.84475 33.19876 0.065
H 10.33996 -2.99901 31.65937 0.073
H 8.83770 -3.56965 32.45568 0.079
H 11.50871 -1.42399 32.89578 0.053
C 11.64161 2.33233 28.99298 -0.048
C 10.58653 1.74439 29.89173 -0.476
C 10.20629 2.65652 31.01829 -0.034
O 9.37681 1.45375 29.14673 -0.097
H 11.92225 1.66407 28.18488 0.070
H 12.53324 2.59354 29.58318 0.090
H 11.30685 3.29961 28.59529 0.091
H 10.97952 0.80595 30.33021 0.127
H 10.99690 2.72154 31.76592 0.065
H 9.31710 2.27146 31.52669 0.070
H 9.94680 3.65363 30.64855 0.098
H 9.59794 0.93469 28.34123 0.048
C 11.27327 -5.47682 28.79721 -0.047
C 12.17339 -4.90919 29.91424 -0.448
C 13.38764 -5.82433 30.10278 -0.056
O 12.59343 -3.56085 29.58031 -0.082
H 11.74093 -5.38983 27.81199 0.080
H 10.30472 -4.97821 28.80926 0.057
H 11.10925 -6.55113 28.94115 0.084
H 11.56532 -4.86770 30.81946 0.122
H 13.08397 -6.80146 30.46993 0.078
H 14.14698 -5.40718 30.77743 0.074
H 13.91841 -5.95268 29.14371 0.088
H 13.23126 -3.67449 28.85839 0.103
C 11.22892 -1.84734 26.04416 -0.053
C 9.96620 -1.38788 26.73974 -0.405
C 10.01245 -1.70321 28.23310 -0.057
O 9.80528 0.10497 26.65463 -0.090
H 11.20918 -1.68529 24.96594 0.079
H 11.34668 -2.93545 26.19800 0.083
H 12.11106 -1.40838 26.50811 0.084
H 9.04172 -1.83052 26.33937 0.138
H 11.00379 -1.52316 28.64913 0.078
H 9.75390 -2.75024 28.35626 0.051
H 9.26913 -1.12575 28.78669 0.072
H 9.68232 0.35421 25.72831 0.096
C 6.38624 3.17522 28.55869 -0.047
C 5.91977 1.90261 29.26912 -0.422
C 5.82078 0.73702 28.29764 -0.044
O 6.84180 1.56400 30.39209 -0.127
H 5.62254 3.55315 27.87804 0.082
H 7.30599 2.99257 27.99121 0.077
H 6.63103 3.95423 29.28715 0.082
H 4.94085 2.10102 29.71969 0.142
H 5.36325 -0.13253 28.77360 0.064
H 6.81369 0.47370 27.91963 0.075
H 5.20099 0.98853 27.42830 0.087
H 7.74521 1.44339 29.98491 0.067
C 12.97664 1.47243 34.16320 -0.091
C 12.36616 2.83010 34.21508 -0.347
O 12.78713 3.45185 35.42833 -0.081
H 12.73032 0.94667 35.08748 0.084
H 14.04249 1.51433 33.96464 0.077
H 12.49940 0.87425 33.37981 0.061
H 11.26887 2.76934 34.18362 0.101
H 12.69055 3.44102 33.35662 0.108
H 12.20884 4.20008 35.60240 0.079
C 14.23431 -2.03829 33.71087 -0.075
C 13.76481 -2.59032 32.37468 -0.293
O 12.89563 -1.62471 31.75509 -0.111
H 14.68118 -1.05072 33.54063 0.075
H 14.98222 -2.68781 34.16561 0.073
H 13.41247 -1.86127 34.40647 0.064
H 13.25269 -3.55872 32.54475 0.098
H 14.61302 -2.82679 31.71789 0.114
H 12.75421 -1.96708 30.84917 0.066
C 6.31468 3.92259 34.59771 -0.092
C 6.31158 2.94248 33.46669 -0.313
O 6.24963 3.66861 32.21671 -0.103
H 7.20191 4.55511 34.60113 0.076
H 6.23926 3.38787 35.54942 0.062
H 5.41973 4.55077 34.54404 0.080
H 5.42570 2.28568 33.57085 0.112
H 7.20591 2.29444 33.49940 0.092
H 6.43146 3.03656 31.48982 0.026
C 4.23334 -2.39724 31.17545 -0.083
C 5.44794 -1.61376 31.61097 -0.263
O 5.02242 -0.22469 31.92276 -0.104
H 4.52739 -3.40321 30.84412 0.059
H 3.77429 -1.90877 30.31935 0.084
H 3.53231 -2.51999 32.00059 0.067
H 6.15428 -1.64611 30.77024 0.079
H 5.94782 -2.03484 32.48855 0.079
H 5.56941 0.42380 31.42552 0.051
C 5.18964 -2.03485 36.61479 -0.077
C 5.34995 -1.76686 35.14269 -0.291
O 5.64798 -0.35187 34.92734 -0.107
H 4.98745 -3.09627 36.78409 0.075
H 4.35411 -1.45571 37.01224 0.084
H 6.07175 -1.73825 37.18845 0.070
H 4.40430 -1.99980 34.63116 0.116
H 6.16941 -2.35221 34.69610 0.092
H 5.54504 -0.18144 33.96966 0.058